# 1
Entry from OMol25: a structure of composition C29H45F2N3O6SSiTeV in a non-equilibrium geometry (the ωB97M-V functional and the def2-TZVPD basis).

Geometry as XYZ:
```
89
Properties=species:S:1:pos:R:3
V -1.532 1.533 0.913
N 0.581 1.503 1.064
C 0.990 1.993 2.381
C -0.130 1.726 3.399
O 0.096 1.943 4.608
N -1.243 1.339 2.808
C -2.387 0.893 3.566
C -3.515 0.535 2.569
O -4.565 0.058 2.994
O -3.247 0.763 1.333
H 0.538 0.469 1.105
H 1.272 1.722 0.354
H 1.164 3.073 2.336
H 1.911 1.526 2.748
H -2.742 1.640 4.286
H -2.143 -0.008 4.137
F -4.405 5.848 2.577
C -3.828 5.139 1.558
C -3.102 4.011 1.840
C -2.444 3.305 0.816
C -2.593 3.811 -0.514
C -3.408 4.914 -0.745
F -3.635 5.364 -2.019
C -4.033 5.609 0.265
C -1.848 3.062 -1.499
C -1.506 3.479 -2.784
C -0.678 2.701 -3.576
C -0.189 1.499 -3.044
C -0.571 1.127 -1.779
N -1.378 1.873 -0.986
H -3.051 3.683 2.871
H -4.660 6.465 0.058
H -1.868 4.429 -3.150
H -0.412 3.016 -4.577
H 0.487 0.870 -3.609
H -0.216 0.193 -1.351
C -0.702 -1.952 -4.142
C -0.363 -2.881 -2.976
C 0.078 -4.247 -3.518
C -1.604 -3.050 -2.097
O 0.720 -2.290 -2.266
Si 1.183 -2.510 -0.682
S 0.062 -1.688 0.808
O 1.380 -4.171 -0.627
C 1.339 -5.071 0.472
C -0.113 -5.328 0.887
C 2.134 -4.548 1.671
C 1.962 -6.375 -0.036
O 2.685 -1.813 -0.611
C 3.783 -1.835 -1.503
C 3.493 -0.931 -2.707
C 4.095 -3.259 -1.972
C 4.976 -1.281 -0.720
H -1.442 -2.418 -4.796
H 0.197 -1.732 -4.722
H -1.112 -1.018 -3.761
H -0.743 -4.733 -4.052
H 0.396 -4.875 -2.689
H 0.923 -4.127 -4.201
H -2.447 -3.395 -2.698
H -1.857 -2.101 -1.625
H -1.406 -3.770 -1.304
H -0.552 -4.399 1.250
H -0.162 -6.082 1.675
H -0.687 -5.677 0.025
H 1.635 -3.673 2.086
H 3.136 -4.248 1.354
H 2.213 -5.321 2.439
H 1.417 -6.724 -0.915
H 1.926 -7.148 0.733
H 3.003 -6.203 -0.319
H 2.622 -1.310 -3.236
H 4.353 -0.898 -3.380
H 3.268 0.076 -2.353
H 3.263 -3.649 -2.560
H 4.232 -3.904 -1.103
H 5.003 -3.272 -2.580
H 4.744 -0.275 -0.368
H 5.870 -1.250 -1.347
H 5.165 -1.910 0.152
C -0.503 6.571 2.756
Te -0.348 4.915 4.149
C -1.649 5.925 5.554
H 0.302 7.297 2.863
H -1.461 7.061 2.921
H -0.501 6.157 1.749
H -2.646 5.991 5.122
H -1.278 6.919 5.789
H -1.690 5.322 6.459
```

Total energy: -3847.47926 hartree
2S+1: 2
Total charge: -2
LUMO level (spin up / spin down): 3.85 / 3.85 eV
⟨S²⟩: 0.80
Frontier orbital gap (spin up / spin down): 0.1388 / 0.1471 hartree
HOMO (spin up / spin down): 0.076 / -0.151 eV

=====

# 2
Entry from OMol25: a cluster of 3 separate species, C29H45F9N2O6S in total in a non-equilibrium geometry (the ωB97M-V functional and the def2-TZVPD basis).

Geometry as XYZ:
```
92
Properties=species:S:1:pos:R:3
C 2.652 0.422 2.819
C 2.805 -0.838 1.951
C 1.558 -1.400 1.255
F 1.980 -2.631 0.773
C 0.863 -0.566 0.148
C 1.897 0.424 -0.457
C 3.063 -0.234 -1.231
C 4.100 0.847 -1.461
C 3.918 1.667 -2.528
C 4.780 2.693 -2.783
C 5.832 2.880 -1.936
C 6.019 2.054 -0.889
C 5.161 1.034 -0.628
C 0.502 -1.492 -1.064
O 1.089 -2.389 -1.609
N -0.787 -1.114 -1.617
C -1.320 0.136 -0.984
C -2.848 -0.150 -1.078
C -3.898 0.844 -0.514
C -3.417 2.087 0.199
O -4.417 3.099 -0.013
C -0.975 1.253 -2.005
F -0.291 2.305 -1.530
F -2.121 1.856 -2.460
C -0.363 0.785 -3.382
F 0.862 0.275 -3.342
F -0.256 1.928 -4.108
F -1.210 0.031 -4.057
C -0.570 0.010 0.379
N -0.451 1.368 1.002
S -1.525 -0.916 1.652
O -1.290 -2.308 1.393
O -2.927 -0.636 1.695
C -0.969 -0.582 3.416
F -2.042 -0.245 4.121
F -0.507 -1.700 3.952
F -0.061 0.384 3.584
H 2.141 1.262 2.358
H 3.654 0.775 3.062
H 2.217 0.148 3.773
H 3.097 -1.630 2.638
H 3.660 -0.716 1.293
H 0.911 -1.699 2.077
H 2.262 1.162 0.249
H 1.409 1.027 -1.220
H 2.730 -0.569 -2.206
H 3.473 -1.097 -0.714
H 3.069 1.509 -3.179
H 4.581 3.332 -3.630
H 6.499 3.705 -2.136
H 6.869 2.262 -0.255
H 5.317 0.387 0.222
H -1.332 -1.947 -1.412
H -3.071 -0.297 -2.129
H -3.049 -1.114 -0.621
H -4.553 1.167 -1.317
H -4.544 0.309 0.177
H -2.469 2.489 -0.158
H -3.330 1.958 1.282
H -4.339 3.754 0.684
H -1.177 1.556 1.678
H 0.467 1.517 1.392
C -0.900 -1.244 9.894
C 0.393 -0.457 9.766
O 1.239 -0.906 8.723
C 0.700 -0.856 7.416
C 0.298 0.539 6.967
H -0.688 -2.303 10.050
H -1.483 -0.876 10.739
H -1.521 -1.161 9.001
H 0.972 -0.568 10.684
H 0.186 0.613 9.656
H -0.143 -1.550 7.325
H 1.483 -1.233 6.758
H -0.492 0.960 7.591
H -0.067 0.515 5.944
H 1.152 1.217 7.016
C -2.758 -3.044 -8.969
C -3.525 -1.737 -8.863
O -3.901 -1.396 -7.542
C -2.843 -1.227 -6.615
C -1.857 -0.135 -6.991
H -3.344 -3.864 -8.551
H -2.536 -3.267 -10.013
H -1.811 -3.008 -8.428
H -4.456 -1.821 -9.423
H -2.959 -0.918 -9.321
H -2.324 -2.178 -6.453
H -3.318 -0.969 -5.667
H -1.347 -0.348 -7.932
H -1.101 -0.031 -6.224
H -2.372 0.821 -7.106
```

Total energy: -2989.81379 hartree
Structure (SMILES): CC[C@H](F)[C@@]1(CCc2ccccc2)C(=O)N[C@](CCCO)(C(F)(F)C(F)(F)F)[C@@]1(N)S(=O)(=O)C(F)(F)F.CCOCC.CCOCC
LUMO level: -0.09 eV
Frontier orbital gap: 0.3471 hartree
HOMO: -9.534 eV

=====

# 3
Entry from OMol25: a structure of composition C29H45N11O14P in a non-equilibrium geometry (the ωB97M-V functional and the def2-TZVPD basis).

Geometry as XYZ:
```
100
Properties=species:S:1:pos:R:3
P 25.620 -30.401 -17.987
O 26.050 -30.821 -19.211
O 25.636 -28.787 -18.060
O 26.646 -30.758 -16.945
O 24.318 -30.967 -17.591
N 23.920 -27.679 -16.635
C 22.776 -28.390 -16.369
C 21.995 -27.401 -15.413
C 22.922 -26.212 -15.104
C 24.173 -26.467 -15.935
H 24.647 -28.144 -17.142
H 22.465 -29.364 -16.861
H 21.183 -27.579 -15.029
H 22.628 -25.526 -14.522
H 25.101 -25.858 -16.022
N 28.482 -30.999 -15.203
C 29.760 -31.402 -15.451
C 30.596 -31.257 -14.122
C 29.623 -30.637 -13.187
C 28.262 -30.518 -13.852
H 27.726 -31.080 -15.990
H 30.072 -31.871 -16.352
H 31.570 -31.642 -14.044
H 29.583 -30.419 -12.194
H 27.332 -30.091 -13.510
N 25.305 -33.339 -19.837
C 25.873 -34.174 -20.842
C 25.172 -35.541 -20.718
C 24.247 -35.399 -19.433
C 24.388 -33.955 -19.024
H 25.600 -32.397 -19.655
H 26.729 -33.846 -21.567
H 25.497 -36.278 -21.352
H 23.527 -36.101 -18.891
H 23.902 -33.461 -18.117
N 26.774 -30.753 -21.716
C 27.830 -30.047 -22.289
C 27.746 -30.183 -23.804
C 26.470 -31.082 -23.960
C 25.956 -31.305 -22.551
H 26.389 -30.652 -20.534
H 28.932 -29.709 -21.742
H 28.353 -29.743 -24.466
H 25.830 -31.443 -24.926
H 25.003 -31.709 -22.183
N 21.881 -31.678 -17.067
C 21.093 -31.444 -15.934
C 19.663 -31.947 -16.224
C 19.706 -32.410 -17.677
C 21.095 -32.248 -18.046
H 22.964 -31.421 -17.307
H 21.524 -30.971 -15.053
H 18.924 -31.805 -15.639
H 18.908 -32.726 -18.122
H 21.406 -32.352 -18.959
N 26.608 -26.981 -19.277
C 26.085 -25.786 -18.946
C 26.832 -24.721 -19.816
C 27.898 -25.689 -20.546
C 27.581 -27.116 -20.214
H 26.158 -27.928 -18.711
H 25.362 -25.613 -18.371
H 27.150 -23.666 -19.744
H 28.729 -25.517 -21.223
H 27.973 -28.059 -20.636
C 25.269 -33.113 -15.325
N 24.581 -33.150 -14.082
O 23.389 -33.502 -13.945
O 25.314 -33.046 -13.064
H 24.648 -32.194 -15.632
H 25.154 -34.023 -15.896
H 26.362 -32.898 -15.307
C 23.320 -30.097 -20.312
N 22.491 -30.209 -21.461
O 21.357 -30.600 -21.275
O 22.884 -29.771 -22.473
H 23.379 -31.104 -19.945
H 22.959 -29.330 -19.436
H 24.378 -29.781 -20.578
C 27.677 -27.897 -15.911
N 27.725 -26.858 -14.805
O 27.737 -25.693 -15.105
O 27.975 -27.208 -13.638
H 28.482 -28.565 -16.000
H 27.641 -27.545 -17.078
H 26.654 -28.555 -15.623
C 27.676 -33.500 -17.868
N 29.128 -33.911 -17.876
O 29.498 -34.820 -17.054
O 29.908 -33.402 -18.701
H 27.031 -34.304 -18.255
H 27.347 -32.609 -18.352
H 27.236 -33.421 -16.972
C 29.163 -29.904 -18.696
N 30.050 -28.807 -18.797
O 30.623 -28.666 -19.876
O 30.113 -28.003 -17.849
H 29.246 -30.519 -19.482
H 28.295 -29.392 -18.938
H 29.116 -30.329 -17.866
```

Total energy: -3128.11635 hartree
Total charge: -3
LUMO level: 5.60 eV
Frontier orbital gap: 0.2367 hartree
HOMO: -0.843 eV